Entry 1:
Entry from OMol25: C18H55B2F3N4O10SV2 as an isolated structure at a distorted geometry (ωB97M-V with the def2-TZVPD basis set).

<S²> = 3.844
Kohn-Sham gap (alpha / beta) = 6.39 / 3.78 eV
HOMO energy (alpha / beta) = -11.068 / -11.068 eV
LUMO (alpha / beta) = -4.68 / -7.29 eV

```
! RIJCOSX wB97M-V def2-TZVPD def2/J DEFGRID3
* xyz 1 4
O 3.405 0.593 3.781
V 3.343 -0.293 2.433
O 2.251 2.292 -1.520
V 2.583 0.798 -1.180
B 2.912 -2.269 3.421
H 2.668 -3.263 3.762
H 2.984 -2.342 2.346
H 2.106 -1.596 3.666
H 3.862 -1.906 3.782
B 2.966 -1.281 -0.155
H 2.551 -0.946 0.782
H 3.317 -2.301 -0.115
H 2.192 -1.165 -0.898
H 3.755 -0.623 -0.485
C -1.258 1.639 1.589
F -0.610 2.800 1.972
F -2.110 1.340 2.570
F -1.968 1.994 0.493
S 0.136 0.245 1.254
O -0.552 -1.054 0.999
O 0.800 0.754 0.046
O 1.015 0.192 2.430
C 4.359 2.595 1.051
O 3.538 1.477 0.823
H 4.218 2.928 2.079
H 5.398 2.517 0.733
H 4.023 3.450 0.464
C -1.096 -1.592 5.003
C -1.907 -2.483 4.054
C -3.106 -1.783 3.477
O -4.101 -2.607 2.949
C -3.824 -3.396 1.827
N -1.084 -2.920 2.936
H -1.386 -1.503 6.049
H -0.947 -0.615 4.541
H -0.105 -2.046 5.023
H -2.326 -3.346 4.572
H -2.777 -0.996 2.799
H -3.600 -1.280 4.309
H -3.393 -2.709 1.099
H -4.650 -3.989 1.435
H -3.075 -4.164 2.018
H -1.714 -3.420 2.325
H -0.940 -2.062 2.424
C -0.219 -5.375 -0.378
C 0.970 -4.428 -0.512
C 1.086 -3.919 -1.953
O -0.156 -3.452 -2.627
C -0.395 -3.450 -4.023
N 1.023 -3.402 0.517
H -1.145 -4.822 -0.534
H -0.276 -5.850 0.602
H -0.163 -6.166 -1.125
H 1.922 -4.907 -0.280
H 1.368 -4.837 -2.469
H 1.995 -3.322 -2.026
H -1.450 -3.190 -4.117
H -0.306 -4.415 -4.521
H 0.306 -2.733 -4.452
H 1.743 -2.809 0.130
H 0.290 -2.715 0.409
C -2.478 5.552 0.850
C -1.844 5.677 -0.503
C -0.321 5.812 -0.533
O 0.198 6.081 -1.850
C 1.591 6.022 -1.919
N -2.184 4.492 -1.236
H -2.336 6.415 1.501
H -2.059 4.782 1.498
H -3.525 5.315 0.657
H -2.270 6.595 -0.907
H 0.093 4.886 -0.134
H 0.054 6.588 0.135
H 2.039 5.036 -2.038
H 2.047 6.522 -1.064
H 1.950 6.663 -2.724
H -1.801 4.460 -2.170
H -1.731 3.707 -0.789
C -0.197 0.734 -4.906
C 0.133 1.155 -3.542
C -1.137 1.562 -2.712
O -2.183 0.634 -2.893
C -2.257 -0.247 -1.799
N 0.987 0.105 -2.905
H -0.496 1.633 -5.446
H -0.950 -0.051 -4.968
H 0.679 0.399 -5.460
H 0.870 1.948 -3.667
H -1.494 2.446 -3.241
H -0.961 1.860 -1.679
H -2.680 0.121 -0.864
H -1.359 -0.839 -1.623
H -2.953 -0.975 -2.216
H 0.499 -0.776 -2.834
H 1.632 -0.186 -3.625
*
```



Entry 2:
Entry from OMol25: a 10-piece molecular cluster, C18H56BF4N10O9 overall at a distorted geometry (ωB97M-V with the def2-TZVPD basis set).

Kohn-Sham gap = 9.00 eV
HOMO energy = -6.978 eV
LUMO = 2.02 eV

```
! RIJCOSX wB97M-V def2-TZVPD def2/J DEFGRID3
* xyz -1 1
B -0.743 -0.552 0.282
F 0.547 -1.012 0.038
F -0.672 0.706 0.946
F -1.504 -0.380 -0.894
F -1.395 -1.474 1.119
C 1.954 1.790 1.953
C 3.123 2.760 1.677
C 4.071 1.953 0.768
O 5.388 2.506 0.725
C 5.651 3.275 -0.428
N 2.574 3.963 1.070
H 1.639 1.194 1.095
H 1.045 2.335 2.224
H 2.207 1.144 2.794
H 3.580 2.837 2.664
H 3.689 1.877 -0.259
H 4.132 0.913 1.102
H 4.821 3.953 -0.648
H 5.745 2.643 -1.322
H 6.565 3.836 -0.258
H 1.946 3.639 0.338
H 3.250 4.567 0.623
C 3.532 -1.245 -2.447
C 3.926 -0.959 -3.919
C 4.456 -2.190 -4.610
O 5.693 -2.721 -4.161
C 6.741 -1.790 -4.029
N 2.727 -0.499 -4.658
H 3.926 -2.221 -2.174
H 2.459 -1.211 -2.251
H 3.897 -0.464 -1.773
H 4.704 -0.191 -3.887
H 4.630 -1.950 -5.678
H 3.734 -3.005 -4.663
H 6.984 -1.303 -4.982
H 7.617 -2.345 -3.698
H 6.498 -1.045 -3.268
H 2.367 0.285 -4.116
H 3.045 -0.093 -5.535
C -4.547 -2.849 4.185
C -3.313 -3.473 3.557
O -3.627 -4.766 3.025
H -5.250 -2.672 3.364
H -4.312 -1.825 4.501
H -4.958 -3.373 5.044
H -2.517 -3.558 4.299
H -2.975 -2.805 2.759
H -4.431 -4.616 2.516
C -3.414 3.986 1.545
C -1.927 4.286 1.359
O -1.724 4.672 0.006
H -3.740 3.978 2.586
H -3.733 3.032 1.118
H -4.000 4.723 0.986
H -1.420 3.340 1.581
H -1.623 5.068 2.060
H -0.811 4.433 -0.210
C -3.271 1.079 5.140
C -2.138 0.568 4.235
O -2.555 0.703 2.897
H -2.884 1.403 6.108
H -4.088 0.367 5.226
H -3.628 2.016 4.700
H -1.907 -0.452 4.560
H -1.284 1.226 4.432
H -1.799 0.508 2.318
C 0.424 2.746 -1.826
O 0.769 3.926 -1.787
N 1.333 1.716 -1.946
N -0.851 2.342 -1.634
H 2.299 1.926 -2.101
H 0.993 0.786 -1.778
H -1.500 3.040 -1.297
H -1.175 1.393 -1.520
C -5.643 -0.394 1.466
O -6.541 -1.227 1.546
N -4.697 -0.440 0.486
N -5.498 0.693 2.296
H -3.929 0.202 0.444
H -4.794 -1.150 -0.215
H -6.044 0.816 3.130
H -4.537 0.955 2.484
C -0.823 -5.467 -0.051
O -0.477 -6.280 -0.901
N -0.877 -5.768 1.283
N -1.171 -4.176 -0.331
H -0.733 -6.741 1.478
H -1.301 -5.122 1.921
H -1.186 -3.473 0.390
H -1.544 -3.907 -1.222
C -1.144 -1.415 -4.086
O -2.323 -1.520 -3.776
N -0.137 -1.155 -3.186
N -0.711 -1.547 -5.373
H 0.714 -0.886 -3.646
H -0.396 -1.019 -2.216
H 0.243 -1.518 -5.680
H -1.421 -1.862 -6.011
*
```



Entry 3:
Entry from OMol25: a 9-piece molecular cluster, C18H56BF4N8O8 overall at a distorted geometry (ωB97M-V with the def2-TZVPD basis set).

Kohn-Sham gap = 9.18 eV
HOMO energy = -7.196 eV
LUMO = 1.98 eV

```
! RIJCOSX wB97M-V def2-TZVPD def2/J DEFGRID3
* xyz -1 1
B 2.042 -0.844 -0.012
F 2.376 -0.211 -1.165
F 2.720 -0.303 0.991
F 0.760 -0.715 0.267
F 2.233 -2.240 -0.019
C 1.234 -6.605 -2.068
O 0.945 -7.673 -2.649
N 0.636 -5.406 -2.056
N 2.183 -6.377 -1.132
H 0.893 -4.575 -1.543
H -0.253 -5.433 -2.535
H 2.818 -7.113 -0.859
H 2.086 -5.509 -0.624
C 1.529 -3.749 4.183
O 1.334 -4.730 4.897
N 2.726 -3.392 3.805
N 0.618 -2.981 3.642
H 2.813 -2.575 3.219
H 3.464 -3.989 4.153
H -0.289 -3.426 3.660
H 0.934 -2.130 3.202
C -1.670 5.259 -0.363
C -1.733 3.765 -0.108
C -2.729 2.993 -0.995
O -4.128 3.258 -0.977
C -4.753 3.141 0.265
N -0.393 3.154 -0.317
H -2.559 5.724 0.063
H -1.611 5.484 -1.428
H -0.879 5.740 0.212
H -2.090 3.587 0.907
H -2.599 1.918 -0.871
H -2.496 3.178 -2.043
H -4.430 2.245 0.795
H -5.830 3.008 0.169
H -4.646 4.048 0.859
H 0.217 3.239 0.484
H -0.420 2.145 -0.289
C 2.931 2.206 5.009
C 1.635 3.014 5.190
C 0.389 2.192 4.918
O -0.784 2.906 5.017
C -1.848 1.983 4.953
N 1.665 3.502 6.550
H 2.837 1.252 5.529
H 3.705 2.851 5.426
H 3.099 2.138 3.934
H 1.710 3.898 4.556
H 0.517 1.382 5.636
H 0.330 1.709 3.942
H -2.045 1.655 3.933
H -2.668 2.644 5.233
H -1.749 1.120 5.612
H 0.668 3.626 6.657
H 1.949 2.777 7.193
C 1.739 0.424 -7.093
C 2.115 1.846 -6.852
C 2.063 2.765 -8.037
O 2.833 2.339 -9.171
C 2.702 3.096 -10.373
N 1.233 2.284 -5.834
H 1.842 -0.096 -6.141
H 2.464 -0.160 -7.661
H 0.731 0.263 -7.475
H 3.113 2.005 -6.444
H 2.316 3.786 -7.754
H 1.013 2.896 -8.296
H 3.043 4.121 -10.226
H 1.652 3.048 -10.661
H 3.224 2.571 -11.173
H 1.112 1.631 -5.073
H 1.491 3.160 -5.403
C -5.561 -2.451 1.173
C -4.277 -2.803 2.018
C -4.523 -4.082 2.882
O -3.488 -4.572 3.743
C -3.335 -3.897 4.978
N -3.197 -3.073 1.047
H -6.436 -2.307 1.806
H -5.790 -3.199 0.414
H -5.443 -1.484 0.684
H -3.954 -1.976 2.651
H -4.769 -4.863 2.163
H -5.482 -3.997 3.395
H -4.300 -4.075 5.452
H -3.297 -2.812 4.877
H -2.546 -4.299 5.614
H -2.697 -2.349 0.550
H -2.492 -3.649 1.485
O 5.974 1.880 -3.165
H 5.462 1.270 -2.634
H 6.775 1.401 -3.376
O 5.431 -2.290 -1.599
H 4.537 -2.048 -1.358
H 5.330 -3.072 -2.141
*
```



Entry 4:
Entry from OMol25: a 10-piece molecular cluster, C18H56N2O11 overall at a distorted geometry (ωB97M-V with the def2-TZVPD basis set).

Kohn-Sham gap = 9.63 eV
HOMO energy = -9.660 eV
LUMO = -0.03 eV

```
! RIJCOSX wB97M-V def2-TZVPD def2/J DEFGRID3
* xyz 0 1
N -2.924 0.799 1.368
H -2.184 0.172 0.877
H -3.255 1.576 0.789
H -2.455 1.052 2.276
H -3.744 0.199 1.570
N 0.221 -0.598 0.275
O -1.067 -0.772 0.111
O 0.645 0.124 1.274
O 1.002 -1.281 -0.504
C -0.198 4.720 1.616
C -0.779 4.272 0.238
C -0.380 2.879 -0.120
O -2.240 4.339 0.198
H 0.837 4.430 1.782
H -0.731 4.150 2.405
H -0.405 5.778 1.789
H -0.285 4.910 -0.530
H -0.656 2.683 -1.160
H -0.926 2.142 0.461
H 0.682 2.713 0.013
H -2.528 5.234 0.432
C 4.790 1.501 1.551
C 4.692 0.593 2.817
C 4.331 1.442 4.044
O 3.678 -0.450 2.626
H 3.849 2.063 1.421
H 4.834 0.865 0.652
H 5.611 2.204 1.608
H 5.660 0.107 2.963
H 3.274 1.704 3.975
H 4.901 2.366 4.131
H 4.466 0.865 4.969
H 2.969 -0.127 2.028
C 0.433 -5.061 -1.294
C -0.832 -4.377 -0.999
C -2.017 -5.308 -0.958
O -0.765 -3.687 0.211
H 0.486 -5.463 -2.309
H 0.632 -5.856 -0.561
H 1.311 -4.408 -1.178
H -1.031 -3.594 -1.751
H -1.859 -6.114 -0.231
H -2.199 -5.709 -1.952
H -2.910 -4.796 -0.588
H -0.243 -2.875 0.068
C -1.910 2.624 5.154
C -0.775 1.819 4.576
C -0.485 0.587 5.334
O -1.057 1.508 3.172
H -1.973 3.599 4.662
H -1.689 2.778 6.207
H -2.869 2.124 5.021
H 0.130 2.445 4.589
H -1.292 -0.157 5.302
H -0.205 0.733 6.376
H 0.358 0.077 4.836
H -0.291 1.084 2.721
C -3.231 -0.487 -2.485
C -3.304 0.755 -3.390
C -1.922 1.244 -3.802
O -4.022 0.484 -4.583
H -2.818 -0.281 -1.505
H -2.620 -1.267 -2.962
H -4.230 -0.934 -2.384
H -3.820 1.544 -2.802
H -1.351 1.474 -2.899
H -2.011 2.114 -4.436
H -1.404 0.422 -4.297
H -4.970 0.544 -4.423
C 1.690 -1.791 -3.844
C 2.568 -1.299 -5.017
C 1.829 -1.378 -6.330
O 3.008 0.027 -4.773
H 1.248 -2.752 -4.134
H 0.926 -1.053 -3.609
H 2.292 -2.015 -2.965
H 3.486 -1.884 -4.988
H 2.487 -1.166 -7.182
H 0.976 -0.697 -6.373
H 1.448 -2.390 -6.513
H 2.306 0.646 -4.991
O 3.388 -2.477 0.529
H 2.822 -1.948 -0.077
H 3.324 -1.988 1.375
O -2.894 -2.609 1.893
H -3.640 -2.965 1.393
H -2.185 -2.505 1.219
*
```



Entry 5:
Entry from OMol25: a 11-piece molecular cluster, C18H58O18 overall at a distorted geometry (ωB97M-V with the def2-TZVPD basis set).

Kohn-Sham gap = 9.56 eV
HOMO energy = -9.384 eV
LUMO = 0.18 eV
structure (SMILES) = OCCO.OCCO.OCCO.OCCO.OCCO.OCCO.OCCO.CO.CO.CO.CO

```
! RIJCOSX wB97M-V def2-TZVPD def2/J DEFGRID3
* xyz 0 1
C -4.404 0.713 -2.095
O -5.189 -0.154 -2.872
H -3.581 0.147 -1.659
H -3.946 1.542 -2.635
H -4.937 1.074 -1.216
H -6.126 -0.010 -2.721
C -2.721 3.033 -0.077
O -1.641 2.945 0.739
H -2.504 2.954 -1.142
H -3.496 2.336 0.243
H -3.112 4.033 0.108
H -1.353 2.033 0.661
C 0.034 -2.953 -2.711
O -0.794 -4.066 -2.417
H 0.869 -2.722 -2.050
H 0.433 -3.173 -3.701
H -0.506 -2.013 -2.826
H -1.440 -3.722 -1.796
C -3.562 1.177 3.439
O -4.414 1.636 4.492
H -3.289 0.138 3.622
H -4.016 1.175 2.447
H -2.649 1.768 3.379
H -4.451 2.585 4.352
C -4.294 -1.925 1.018
C -3.059 -2.782 0.879
O -2.653 -2.912 -0.527
O -5.399 -2.606 0.376
H -4.116 -0.963 0.536
H -4.612 -1.715 2.040
H -3.213 -3.762 1.330
H -2.313 -2.392 1.571
H -2.544 -2.013 -0.844
H -6.206 -2.140 0.606
C 2.255 2.900 1.251
C 2.661 2.534 -0.201
O 3.173 1.212 -0.355
O 3.350 2.794 2.158
H 1.513 2.167 1.569
H 1.818 3.884 1.422
H 3.399 3.265 -0.531
H 1.842 2.598 -0.918
H 3.361 1.031 -1.279
H 3.606 1.874 2.252
C 0.541 -1.310 4.946
C 0.425 -2.199 6.204
O 1.759 -2.436 6.687
O -0.729 -1.015 4.497
H 1.070 -1.816 4.138
H 1.111 -0.420 5.212
H -0.070 -3.154 6.031
H -0.067 -1.683 7.028
H 2.091 -3.142 6.126
H -1.006 -0.221 4.960
C 3.984 -0.265 -4.077
C 2.742 -1.200 -4.219
O 2.000 -0.906 -5.465
O 3.672 0.792 -3.170
H 4.274 0.024 -5.087
H 4.826 -0.811 -3.652
H 2.152 -1.100 -3.308
H 3.110 -2.226 -4.196
H 1.545 -0.073 -5.315
H 4.386 1.434 -3.159
C -0.569 2.764 -3.398
C 0.779 2.448 -4.066
O 0.645 1.733 -5.268
O -1.343 1.620 -3.198
H -1.225 3.360 -4.033
H -0.447 3.321 -2.469
H 1.378 1.897 -3.341
H 1.268 3.397 -4.287
H 0.253 2.333 -5.907
H -1.608 1.239 -4.038
C 0.260 -0.409 1.008
C 0.066 0.276 -0.352
O -1.081 -0.195 -1.021
O -0.670 0.064 1.921
H 1.219 -0.034 1.367
H 0.279 -1.497 0.944
H 0.953 0.135 -0.970
H 0.018 1.335 -0.097
H -1.127 0.258 -1.866
H -0.659 -0.473 2.717
C 4.071 -1.308 2.432
C 4.350 -2.086 1.117
O 3.505 -1.566 0.062
O 4.400 0.089 2.437
H 4.427 -1.836 3.317
H 2.990 -1.236 2.547
H 4.163 -3.147 1.281
H 5.402 -1.979 0.851
H 3.441 -0.610 0.122
H 5.269 0.305 2.090
*
```



Copy entry 3 word for word.
Entry from OMol25: a 9-piece molecular cluster, C18H56BF4N8O8 overall at a distorted geometry (ωB97M-V with the def2-TZVPD basis set).

Kohn-Sham gap = 9.18 eV
HOMO energy = -7.196 eV
LUMO = 1.98 eV

```
! RIJCOSX wB97M-V def2-TZVPD def2/J DEFGRID3
* xyz -1 1
B 2.042 -0.844 -0.012
F 2.376 -0.211 -1.165
F 2.720 -0.303 0.991
F 0.760 -0.715 0.267
F 2.233 -2.240 -0.019
C 1.234 -6.605 -2.068
O 0.945 -7.673 -2.649
N 0.636 -5.406 -2.056
N 2.183 -6.377 -1.132
H 0.893 -4.575 -1.543
H -0.253 -5.433 -2.535
H 2.818 -7.113 -0.859
H 2.086 -5.509 -0.624
C 1.529 -3.749 4.183
O 1.334 -4.730 4.897
N 2.726 -3.392 3.805
N 0.618 -2.981 3.642
H 2.813 -2.575 3.219
H 3.464 -3.989 4.153
H -0.289 -3.426 3.660
H 0.934 -2.130 3.202
C -1.670 5.259 -0.363
C -1.733 3.765 -0.108
C -2.729 2.993 -0.995
O -4.128 3.258 -0.977
C -4.753 3.141 0.265
N -0.393 3.154 -0.317
H -2.559 5.724 0.063
H -1.611 5.484 -1.428
H -0.879 5.740 0.212
H -2.090 3.587 0.907
H -2.599 1.918 -0.871
H -2.496 3.178 -2.043
H -4.430 2.245 0.795
H -5.830 3.008 0.169
H -4.646 4.048 0.859
H 0.217 3.239 0.484
H -0.420 2.145 -0.289
C 2.931 2.206 5.009
C 1.635 3.014 5.190
C 0.389 2.192 4.918
O -0.784 2.906 5.017
C -1.848 1.983 4.953
N 1.665 3.502 6.550
H 2.837 1.252 5.529
H 3.705 2.851 5.426
H 3.099 2.138 3.934
H 1.710 3.898 4.556
H 0.517 1.382 5.636
H 0.330 1.709 3.942
H -2.045 1.655 3.933
H -2.668 2.644 5.233
H -1.749 1.120 5.612
H 0.668 3.626 6.657
H 1.949 2.777 7.193
C 1.739 0.424 -7.093
C 2.115 1.846 -6.852
C 2.063 2.765 -8.037
O 2.833 2.339 -9.171
C 2.702 3.096 -10.373
N 1.233 2.284 -5.834
H 1.842 -0.096 -6.141
H 2.464 -0.160 -7.661
H 0.731 0.263 -7.475
H 3.113 2.005 -6.444
H 2.316 3.786 -7.754
H 1.013 2.896 -8.296
H 3.043 4.121 -10.226
H 1.652 3.048 -10.661
H 3.224 2.571 -11.173
H 1.112 1.631 -5.073
H 1.491 3.160 -5.403
C -5.561 -2.451 1.173
C -4.277 -2.803 2.018
C -4.523 -4.082 2.882
O -3.488 -4.572 3.743
C -3.335 -3.897 4.978
N -3.197 -3.073 1.047
H -6.436 -2.307 1.806
H -5.790 -3.199 0.414
H -5.443 -1.484 0.684
H -3.954 -1.976 2.651
H -4.769 -4.863 2.163
H -5.482 -3.997 3.395
H -4.300 -4.075 5.452
H -3.297 -2.812 4.877
H -2.546 -4.299 5.614
H -2.697 -2.349 0.550
H -2.492 -3.649 1.485
O 5.974 1.880 -3.165
H 5.462 1.270 -2.634
H 6.775 1.401 -3.376
O 5.431 -2.290 -1.599
H 4.537 -2.048 -1.358
H 5.330 -3.072 -2.141
*
```